1:
The molecule C19H23NOS, computed with ωB97M-V/def2-TZVPD.

Geometry as XYZ:
```
45
C19H23NOS (ωB97M-V/def2-TZVPD)
C -4.33 -0.89 -1.39
C -3.20 -1.25 -0.47
C -2.42 -2.37 -0.73
C -1.38 -2.73 0.11
C -1.10 -1.96 1.22
C -1.87 -0.84 1.49
C -2.92 -0.48 0.66
C -3.72 0.74 0.98
H -4.79 0.58 0.82
H -3.56 1.07 2.01
S -3.30 2.16 -0.10
C -1.59 2.50 0.44
C -0.55 1.75 -0.38
C 0.80 1.87 0.31
O 0.96 1.56 1.47
N 1.78 2.38 -0.47
H 1.61 2.54 -1.45
C 3.16 2.41 -0.03
H 3.15 2.25 1.05
H 3.59 3.40 -0.25
C 3.99 1.31 -0.71
C 3.42 -0.04 -0.39
C 3.78 -0.70 0.77
C 3.21 -1.92 1.10
C 2.26 -2.48 0.26
C 1.89 -1.83 -0.90
C 2.46 -0.61 -1.22
H 2.17 -0.11 -2.13
H 1.14 -2.26 -1.55
H 1.82 -3.44 0.51
H 3.51 -2.42 2.00
H 4.51 -0.25 1.43
H 3.99 1.48 -1.79
H 5.02 1.38 -0.35
H -0.52 2.13 -1.40
H -0.81 0.69 -0.42
H -1.46 3.57 0.34
H -1.51 2.22 1.49
H -1.64 -0.24 2.36
H -0.28 -2.22 1.87
H -0.79 -3.61 -0.11
H -2.64 -2.97 -1.60
H -5.29 -0.99 -0.88
H -4.33 -1.53 -2.27
H -4.24 0.15 -1.71
```

Results
2S+1: 1
gap between HOMO and LUMO: 9.15 eV
HOMO: -8.448 eV

2:
The molecule C19H23NOS, computed with ωB97M-V/def2-TZVPD.

Geometry as XYZ:
```
45
C19H23NOS (ωB97M-V/def2-TZVPD)
C 0.20 3.12 -0.10
C 0.10 1.74 -0.17
C 1.24 0.95 -0.22
C 2.49 1.56 -0.17
C 2.59 2.95 -0.11
C 1.45 3.72 -0.09
H 1.53 4.80 -0.04
H 3.57 3.40 -0.09
S 4.00 0.63 -0.19
C 3.62 -0.82 0.85
C 3.31 -2.09 0.05
O 1.95 -2.27 -0.27
C 1.14 -2.76 0.77
C -0.21 -3.16 0.18
N -1.03 -2.02 -0.16
C -1.92 -2.25 -1.28
C -2.40 -0.90 -1.81
C -3.01 -0.09 -0.70
C -3.87 0.96 -0.98
C -4.41 1.73 0.04
C -4.09 1.44 1.35
C -3.23 0.40 1.64
C -2.68 -0.37 0.62
C -1.77 -1.51 0.97
H -1.06 -1.17 1.73
H -2.38 -2.31 1.43
H -2.98 0.18 2.67
H -4.51 2.04 2.15
H -5.08 2.54 -0.20
H -4.12 1.18 -2.01
H -3.12 -1.04 -2.62
H -1.54 -0.36 -2.21
H -1.37 -2.77 -2.07
H -2.79 -2.87 -1.00
H 0.00 -3.73 -0.73
H -0.72 -3.83 0.90
H 1.62 -3.64 1.23
H 1.01 -2.00 1.56
H 3.84 -2.06 -0.90
H 3.66 -2.97 0.62
H 2.80 -0.55 1.51
H 4.53 -0.98 1.44
H 1.15 -0.12 -0.31
H -0.87 1.27 -0.20
H -0.69 3.72 -0.07
```

Results
2S+1: 1
gap between HOMO and LUMO: 8.89 eV
HOMO: -8.025 eV

Energies in kcal/mol, measured from the most stable structure: 1 0.0; 2 33.4.

1:
A 2-piece molecular cluster, C5H10N2O2 overall, computed with ωB97M-V/def2-TZVPD.

Geometry as XYZ:
```
19
C5H10N2O2 (ωB97M-V/def2-TZVPD)
C -0.06 0.68 -1.62
C 2.01 0.42 0.96
C 0.95 -0.57 0.57
O 1.20 -1.67 0.13
H 1.77 1.42 0.62
H 0.90 0.30 -1.97
H -0.80 0.72 -2.41
H 0.04 1.64 -1.12
H 2.96 0.09 0.55
H 2.12 0.44 2.05
C -1.45 -0.43 -0.45
N -1.38 -1.74 -0.88
C -0.82 0.68 1.68
N -0.45 -0.20 0.81
O -2.49 0.21 -0.45
H -0.46 -2.17 -0.89
H -2.06 -1.96 -1.59
H -0.09 1.24 2.25
H -1.87 0.91 1.75
```

Results
2S+1: 1
gap between HOMO and LUMO (alpha / beta): 6.75 / 6.74 eV
HOMO (alpha / beta): -7.468 / -7.460 eV

2:
A 2-piece molecular cluster, C5H10N2O2 overall, computed with ωB97M-V/def2-TZVPD.

Geometry as XYZ:
```
19
C5H10N2O2 (ωB97M-V/def2-TZVPD)
C -0.03 0.82 0.40
C -0.19 -0.40 -0.35
C -1.01 2.02 0.17
C -1.44 -0.68 -1.12
C 0.30 -1.64 0.46
N 0.77 0.60 -0.74
N 2.95 -0.08 0.42
O 2.71 0.16 1.51
O 3.68 -0.60 -0.32
H 0.41 0.86 1.33
H -2.10 1.86 0.44
H -1.05 2.13 -0.88
H -0.71 2.90 0.77
H -1.47 -0.28 -2.12
H -2.39 -0.23 -0.64
H -1.69 -1.78 -1.17
H 1.27 -1.36 0.86
H 0.35 -2.42 -0.33
H -0.35 -1.88 1.32
```

Results
2S+1: 1
gap between HOMO and LUMO (alpha / beta): 9.30 / 8.65 eV
HOMO (alpha / beta): -9.529 / -9.032 eV

3:
The molecule C5H10N2O2, computed with ωB97M-V/def2-TZVPD.

Geometry as XYZ:
```
19
C5H10N2O2 (ωB97M-V/def2-TZVPD)
C -1.09 -2.58 -0.64
C -0.60 -1.35 -0.82
C 1.89 0.41 1.01
C 0.66 1.66 -0.60
C -0.40 -0.35 0.35
N 0.79 0.39 0.03
N -1.70 0.54 0.34
O -2.19 0.71 1.43
O -2.12 0.95 -0.73
H -1.34 -3.15 -1.53
H -1.18 -2.82 0.37
H -0.56 -0.81 -1.80
H 1.91 -0.34 1.81
H 2.82 0.19 0.31
H 1.83 1.32 1.61
H -0.28 1.73 -1.32
H 0.45 2.54 -0.01
H 1.59 1.77 -1.22
H -0.50 -0.81 1.41
```

Results
2S+1: 1
gap between HOMO and LUMO: 9.32 eV
HOMO: -8.900 eV

4:
C5H10N2O2 as an isolated structure, computed with ωB97M-V/def2-TZVPD.

Geometry as XYZ:
```
19
C5H10N2O2 (ωB97M-V/def2-TZVPD)
C -0.56 0.26 -0.73
C 1.32 0.40 -0.05
C -0.52 -1.23 -0.74
C 2.32 1.49 -0.06
C -1.66 0.73 0.30
N 1.59 -0.92 0.18
N 0.51 -1.82 0.14
O -2.89 0.82 -0.39
O -1.87 -0.09 1.33
H -1.50 -1.72 -0.68
H -0.15 -1.54 -1.74
H 2.01 2.43 0.41
H 2.56 1.79 -1.02
H 3.26 1.02 0.30
H -1.44 1.74 0.68
H 2.50 -1.38 0.36
H 0.08 -1.96 1.06
H -2.77 0.03 -1.03
H -2.81 -0.04 1.67
```

Results
2S+1: 1
gap between HOMO and LUMO (alpha / beta): 7.45 / 7.45 eV
HOMO (alpha / beta): -7.015 / -7.015 eV

Energies in kcal/mol, measured from the most stable structure: 1 0.0; 2 88.2; 3 45.4; 4 64.9.

1:
The molecule C21H20N2O3S2, computed with ωB97M-V/def2-TZVPD.

Geometry as XYZ:
```
48
C21H20N2O3S2 (ωB97M-V/def2-TZVPD)
O 1.74 2.55 1.56
C 0.82 2.86 0.82
N -0.46 2.51 1.06
H -1.16 2.68 0.36
C -0.82 1.62 2.14
H -1.68 2.04 2.68
H 0.04 1.56 2.81
C -1.17 0.22 1.61
C -2.41 0.26 0.76
C -2.33 0.50 -0.61
C -3.47 0.59 -1.38
C -4.72 0.44 -0.80
C -4.82 0.21 0.57
C -3.67 0.13 1.33
H -3.75 -0.06 2.39
H -5.79 0.10 1.01
O -5.87 0.52 -1.52
H -5.67 0.68 -2.45
H -3.39 0.77 -2.45
H -1.36 0.61 -1.08
H -0.33 -0.16 1.03
H -1.33 -0.44 2.46
C 1.03 3.67 -0.45
C 2.38 3.34 -1.10
N 2.70 1.93 -0.95
C 3.86 1.52 -0.37
S 5.13 2.46 -0.01
S 3.83 -0.21 -0.09
C 2.23 -0.36 -0.77
C 1.41 -1.43 -0.85
C 1.61 -2.79 -0.41
C 0.52 -3.66 -0.46
C 0.64 -4.97 -0.04
C 1.87 -5.45 0.41
C 2.96 -4.60 0.45
C 2.84 -3.28 0.04
H 3.70 -2.63 0.07
H 3.91 -4.96 0.79
H 1.96 -6.47 0.73
H -0.21 -5.63 -0.08
H -0.44 -3.30 -0.80
H 0.45 -1.22 -1.30
C 1.76 0.96 -1.23
O 0.70 1.17 -1.77
H 2.36 3.59 -2.16
H 3.18 3.89 -0.61
H 0.21 3.47 -1.15
H 1.01 4.73 -0.20
```

Results
2S+1: 1
gap between HOMO and LUMO: 7.52 eV
HOMO: -8.366 eV

2:
The molecule C21H20N2O3S2, computed with ωB97M-V/def2-TZVPD.

Geometry as XYZ:
```
48
C21H20N2O3S2 (ωB97M-V/def2-TZVPD)
O -2.14 -2.90 2.14
C -2.52 -1.76 2.26
N -1.84 -0.81 2.92
H -2.22 0.12 2.99
C -0.59 -1.03 3.61
H -0.36 -2.10 3.54
H -0.73 -0.78 4.67
C 0.55 -0.18 3.04
C 1.20 -0.68 1.77
C 2.29 0.03 1.29
C 2.98 -0.38 0.17
C 2.57 -1.52 -0.51
C 1.47 -2.23 -0.06
C 0.79 -1.81 1.07
H -0.06 -2.39 1.40
H 1.15 -3.10 -0.59
O 3.22 -1.96 -1.63
H 3.97 -1.39 -1.82
H 3.84 0.18 -0.18
H 2.62 0.92 1.82
H 0.18 0.83 2.88
H 1.33 -0.12 3.81
C -3.82 -1.25 1.64
C -3.62 -0.86 0.17
N -2.43 -0.08 -0.08
C -2.21 1.15 0.44
S -3.21 1.98 1.44
S -0.67 1.80 -0.11
C -0.39 0.42 -1.14
C 0.60 0.19 -2.03
C 1.74 0.99 -2.38
C 2.58 0.53 -3.41
C 3.70 1.24 -3.78
C 4.02 2.43 -3.15
C 3.20 2.90 -2.13
C 2.08 2.20 -1.75
H 1.46 2.58 -0.96
H 3.45 3.83 -1.63
H 4.90 2.98 -3.44
H 4.34 0.86 -4.57
H 2.33 -0.40 -3.90
H 0.50 -0.74 -2.57
C -1.48 -0.55 -0.98
O -1.58 -1.60 -1.56
H -3.50 -1.76 -0.44
H -4.49 -0.30 -0.17
H -4.55 -2.06 1.67
H -4.20 -0.40 2.21
```

Results
2S+1: 1
gap between HOMO and LUMO: 7.30 eV
HOMO: -8.250 eV

Energies in kcal/mol, measured from the most stable structure: 1 5.5; 2 0.0.